1.
20
Properties=species:S:1:pos:R:3 method="wB97M-V/def2-TZVPD" spin_multiplicity=1 total_charge=0 homo_ha=-0.292 energy_ha=-419.46198 gap_ev=8.674
C 0.013 -0.589 -1.320
N -0.544 -1.884 -1.569
N -0.630 0.469 -2.000
C -0.676 -0.606 0.820
O 1.389 -0.580 -1.551
O -1.785 -0.075 0.836
H 1.684 -1.497 -1.605
H -0.681 -2.005 -2.572
H -1.452 -1.992 -1.133
H 0.030 1.180 -2.296
H -1.341 0.903 -1.413
H -0.486 -1.653 1.089
C 0.700 0.302 1.659
C 0.371 1.769 1.771
H 0.936 2.364 1.051
H 1.673 0.089 1.213
H 0.653 -0.231 2.606
H 0.250 -0.069 0.052
H 0.585 2.145 2.774
H -0.689 1.961 1.589



2.
34
Properties=species:S:1:pos:R:3 method="wB97M-V/def2-TZVPD" spin_multiplicity=3 total_charge=-1 homo_ha="-0.167 / -0.164" energy_ha=-2046.89437 s_squared=2.0365 gap_ev="6.981 / 5.197"
O 1.653 0.421 0.185
V 2.337 0.906 -1.193
F 3.287 1.555 -2.995
F 1.933 3.188 -0.853
F 4.175 1.943 0.034
C 4.029 -2.282 -1.046
O 3.886 -0.902 -0.733
H 3.445 -2.864 -0.333
H 3.731 -2.658 -2.024
H 5.086 -2.546 -1.067
O 0.339 0.689 -2.057
C -0.665 0.901 -2.713
O -0.958 2.230 -3.092
C -2.375 2.345 -3.220
C -2.674 1.048 -3.860
C -1.889 -0.038 -3.069
H -2.422 3.223 -3.864
H -3.035 2.482 -2.364
H -2.317 0.998 -4.889
H -3.760 0.956 -3.852
H -1.823 -1.066 -3.424
H -2.435 -0.306 -2.165
O -3.178 -0.155 3.131
C -2.069 -0.415 3.540
O -1.006 0.300 3.156
C 0.182 -0.071 3.789
C -0.090 -1.441 4.370
C -1.580 -1.524 4.460
H 0.321 0.670 4.576
H 0.992 -0.074 3.059
H 0.549 -1.499 5.251
H 0.280 -2.093 3.579
H -1.902 -1.457 5.499
H -2.048 -2.469 4.185



3.
17
Properties=species:S:1:pos:R:3 method="wB97M-V/def2-TZVPD" spin_multiplicity=1 total_charge=+1 homo_ha=-0.567 energy_ha=-326.16216 gap_ev=11.894
C -1.908 1.276 0.141
C -0.728 1.331 -0.449
C -1.899 -0.214 0.354
C 1.912 0.254 -0.113
C 0.749 -0.699 0.231
N -0.506 -0.151 -0.426
O -2.843 -0.916 -0.241
H -2.796 1.919 0.288
H 0.098 1.940 -0.623
H -1.604 -0.396 1.511
H 1.686 1.254 0.225
H 2.747 -0.188 0.304
H 2.293 0.303 -1.125
H 0.650 -0.545 1.239
H 1.063 -1.635 -0.185
H -0.636 -0.569 -1.382
H -2.844 -1.907 0.014



4.
47
Properties=species:S:1:pos:R:3 method="wB97M-V/def2-TZVPD" spin_multiplicity=1 total_charge=0 homo_ha=-0.347 energy_ha=-1165.52122 gap_ev=9.407
C 0.020 -0.090 -0.350
C 0.639 1.304 -0.512
C 1.580 1.743 0.599
C 1.922 3.031 0.733
N -1.128 0.039 0.571
C -2.268 -0.454 0.041
O -2.232 -1.760 -0.444
O -3.356 0.095 0.092
H 0.848 -0.721 0.164
H -0.141 -0.811 -1.162
H -0.059 2.137 -0.593
H 1.098 1.341 -1.498
H 2.151 1.095 1.156
H 2.658 3.404 1.421
H 1.445 3.834 0.134
H -1.200 0.900 1.204
H -1.413 -2.162 -0.178
H -1.894 1.039 -3.336
H -2.101 1.624 -1.918
O -1.427 1.235 -2.512
H 1.160 -1.987 -2.270
H 2.324 -2.474 -3.211
O 1.831 -2.629 -2.426
H 0.504 -3.080 1.779
H 1.921 -2.526 1.271
O 1.237 -2.437 1.912
H -0.905 -0.528 3.170
H 0.595 -1.233 2.986
O -0.032 -0.706 3.543
H 3.006 -3.104 -0.642
H 2.638 -1.677 -0.727
O 3.097 -2.308 -0.132
H -0.003 0.830 3.543
H 1.173 1.761 3.216
O 0.210 1.764 3.174
H -2.606 3.388 -0.076
H -3.397 2.149 -0.315
O -3.354 3.101 -0.649
H -0.472 -4.530 -0.619
H 0.463 -3.764 -1.515
O 0.233 -3.896 -0.605
H -0.050 -0.808 -4.458
H -0.177 0.173 -3.335
O 0.294 -0.600 -3.623
H -2.319 2.651 2.420
H -0.833 2.815 2.280
O -1.681 2.830 1.697



5.
90
Properties=species:S:1:pos:R:3 method="wB97M-V/def2-TZVPD" spin_multiplicity=6 total_charge=+4 homo_ha="-0.667 / -0.683" energy_ha=-2981.01538 s_squared=8.8143 gap_ev="6.981 / 4.492"
P -2.945 -0.043 -0.818
C -3.951 1.482 -0.849
H -4.997 1.169 -0.771
H -3.777 2.033 -1.781
H -3.666 2.090 0.013
C -3.411 -0.869 -2.398
H -3.127 -1.936 -2.385
H -2.883 -0.360 -3.232
H -4.507 -0.762 -2.535
C -3.803 -0.977 0.497
H -4.822 -1.211 0.154
H -3.836 -0.333 1.400
H -3.253 -1.900 0.740
P 0.938 -0.463 2.852
C 0.931 0.985 3.966
H 1.285 0.619 4.946
H -0.092 1.376 4.071
H 1.611 1.762 3.586
C -0.189 -1.628 3.711
H -0.124 -2.644 3.280
H -1.233 -1.235 3.646
H 0.138 -1.639 4.775
C 2.629 -1.131 2.962
H 2.781 -1.438 4.009
H 3.344 -0.322 2.697
H 2.760 -1.989 2.281
P 2.009 0.299 -2.093
C 2.900 1.871 -2.503
H 3.667 1.609 -3.251
H 3.379 2.290 -1.615
H 2.217 2.621 -2.947
C 3.445 -0.760 -1.733
H 4.271 -0.476 -2.408
H 3.189 -1.813 -1.877
H 3.765 -0.592 -0.688
C 1.245 -0.177 -3.675
H 2.061 -0.400 -4.382
H 0.648 0.676 -4.057
H 0.594 -1.058 -3.553
Ir 0.493 -0.799 0.205
C -0.971 0.262 1.059
O -1.598 1.000 1.768
C 1.704 0.696 0.553
O 2.391 1.683 0.756
C 1.456 -2.689 -0.335
C 0.835 -2.525 -1.594
C -0.561 -2.481 -1.665
C -1.348 -2.682 -0.518
C -0.724 -2.814 0.728
C 0.690 -2.829 0.843
H 2.519 -2.947 -0.275
H 1.415 -2.599 -2.509
H -1.050 -2.512 -2.648
H -2.414 -2.877 -0.609
H -1.327 -3.125 1.592
H 1.169 -3.117 1.765
C -2.062 5.515 2.498
C -2.816 5.322 1.332
C -2.355 4.423 0.355
C -1.100 3.834 0.475
C -0.405 3.974 1.686
C -0.849 4.844 2.674
P -0.206 2.854 -0.861
C -1.329 3.081 -2.292
C -1.480 1.971 -3.187
C -2.240 2.105 -4.346
C -2.896 3.307 -4.634
C -2.757 4.400 -3.773
C -1.928 4.315 -2.640
C 0.994 4.229 -1.307
C 1.088 4.790 -2.582
C 1.920 5.891 -2.829
C 2.761 6.352 -1.807
C 2.753 5.735 -0.548
C 1.897 4.658 -0.334
H -2.450 6.183 3.278
H -3.768 5.824 1.181
H -3.000 4.236 -0.529
H 0.535 3.422 1.871
H -0.265 4.987 3.581
H -1.003 1.011 -2.942
H -2.332 1.258 -5.041
H -3.497 3.418 -5.515
H -3.265 5.350 -3.953
H -1.730 5.193 -2.022
H 0.467 4.422 -3.418
H 1.915 6.364 -3.815
H 3.446 7.192 -2.012
H 3.424 6.086 0.243
H 1.928 4.189 0.661



6.
99
Properties=species:S:1:pos:R:3 method="wB97M-V/def2-TZVPD" spin_multiplicity=6 total_charge=+2 homo_ha="-0.474 / -0.474" energy_ha=-9102.23427 s_squared=8.7650 gap_ev="7.901 / 7.367"
Fe 0.095 1.120 0.928
O -5.848 -1.188 0.013
C -6.273 -1.187 1.095
O -6.667 -1.206 2.186
C -5.002 1.423 1.165
C -4.332 1.465 2.351
C -2.951 1.690 2.258
N -2.361 1.886 1.085
C -3.063 1.934 -0.041
C -4.435 1.654 -0.053
C -2.307 2.345 -1.240
C -2.939 2.642 -2.440
C -2.181 3.030 -3.532
C -0.808 3.113 -3.385
C -0.261 2.787 -2.154
N -0.974 2.414 -1.095
C -2.085 1.871 3.440
C -2.574 1.815 4.738
C -1.759 2.204 5.788
C -0.488 2.661 5.501
C -0.057 2.615 4.184
N -0.815 2.207 3.171
H -4.834 1.351 3.301
H -5.003 1.616 -0.971
H -4.012 2.573 -2.536
H -2.654 3.257 -4.477
H -0.173 3.418 -4.203
H 0.808 2.814 -2.015
H -3.581 1.481 4.940
H -2.120 2.171 6.807
H 0.169 3.038 6.272
H 0.940 2.928 3.934
Se 0.647 -0.764 4.554
Se 2.326 -1.130 3.030
C 3.004 0.666 2.993
C 4.269 0.928 3.500
C 4.726 2.235 3.463
C 3.896 3.217 2.938
C 2.647 2.850 2.474
N 2.198 1.592 2.491
C -0.900 -1.250 3.513
C -1.784 -2.127 4.133
C -2.905 -2.548 3.443
C -3.104 -2.072 2.156
C -2.187 -1.187 1.627
N -1.092 -0.768 2.279
H 4.863 0.129 3.921
H 5.704 2.486 3.851
H 4.214 4.249 2.900
H 1.960 3.589 2.081
H -1.569 -2.483 5.131
H -3.598 -3.248 3.891
H -3.950 -2.401 1.569
H -2.320 -0.795 0.627
C 4.003 -0.441 -1.684
N 3.595 0.934 -1.414
C 4.142 1.992 -2.050
C 3.712 3.258 -1.827
C 2.612 3.421 -0.943
N 2.062 2.373 -0.336
C 2.560 1.132 -0.517
O 2.087 0.166 0.103
N 2.069 4.624 -0.711
H 4.824 -0.442 -2.395
H 3.165 -0.999 -2.096
H 4.310 -0.921 -0.756
H 4.941 1.775 -2.745
H 4.161 4.100 -2.330
H 2.407 5.452 -1.167
H 1.238 4.672 -0.147
C 3.388 -4.650 -4.689
C 1.977 -4.437 -5.210
S 1.001 -3.446 -4.068
O -0.150 -2.947 -4.769
O 1.839 -2.467 -3.407
C 0.449 -4.594 -2.758
C -0.863 -4.143 -2.080
N -0.939 -2.716 -1.743
C -0.219 -2.093 -0.777
N -0.416 -0.781 -0.788
C -1.259 -0.543 -1.831
C -1.615 -1.716 -2.417
N -2.609 -1.857 -3.442
O -3.111 -2.950 -3.620
O -2.927 -0.829 -4.005
C 0.623 -2.830 0.192
H 3.999 -5.133 -5.449
H 3.394 -5.279 -3.800
H 3.837 -3.691 -4.438
H 1.427 -5.368 -5.342
H 1.959 -3.880 -6.147
H 1.279 -4.640 -2.057
H 0.297 -5.568 -3.221
H -0.984 -4.708 -1.156
H -1.699 -4.355 -2.737
H -1.591 0.431 -2.125
H 0.082 -3.674 0.622
H 0.910 -2.140 0.976
H 1.534 -3.201 -0.280



7.
56
Properties=species:S:1:pos:R:3 method="wB97M-V/def2-TZVPD" spin_multiplicity=1 total_charge=+1 homo_ha=-0.492 energy_ha=-1357.07023 gap_ev=10.880
O 1.346 2.489 1.040
C 1.015 1.368 0.502
C -0.488 1.286 0.241
N -0.728 -0.175 0.283
C -1.691 -0.643 1.504
C -3.047 -0.096 1.300
O 1.784 0.412 0.436
H 2.242 2.742 1.344
H -0.815 1.794 -0.713
H -1.068 1.908 0.968
H 0.094 -0.777 0.393
H -1.334 -0.489 -0.449
H -1.683 -1.730 1.418
H -1.109 -0.518 2.434
H -3.302 0.776 1.875
H -3.249 0.450 0.343
H -3.916 -0.722 1.208
H -1.813 2.017 3.744
H -0.727 2.211 2.838
O -1.063 2.613 3.642
H 1.956 -0.349 2.605
H 1.169 0.280 3.758
O 1.184 0.203 2.795
H -4.138 1.773 -3.017
H -2.864 1.357 -2.288
O -3.816 1.253 -2.285
H -2.045 -2.669 -0.665
H -0.588 -3.261 -0.599
O -1.163 -2.512 -0.294
H -5.143 -1.268 -1.093
H -5.859 -1.257 0.197
O -5.166 -1.735 -0.250
H -0.168 -3.015 4.263
H -1.752 -3.368 3.910
O -0.944 -2.824 3.743
H -0.952 3.398 -2.112
H -0.410 4.555 -1.395
O -1.027 3.842 -1.261
H 2.328 -2.180 -3.936
H 1.267 -2.826 -2.992
O 1.714 -2.008 -3.218
H 1.534 -5.134 -1.698
H 1.990 -3.997 -0.625
O 1.410 -4.266 -1.325
H 4.049 -1.719 0.764
H 4.865 -2.715 1.459
O 4.698 -2.413 0.576
H 0.734 0.265 -2.691
H 0.589 1.702 -2.773
O 0.120 0.960 -2.369
H 2.210 2.679 -3.002
H 1.952 3.898 -3.844
O 1.521 3.088 -3.527
H 3.721 -0.336 -0.958
H 3.576 0.965 -0.109
O 4.215 0.277 -0.427



8.
103
Properties=species:S:1:pos:R:3 method="wB97M-V/def2-TZVPD" spin_multiplicity=5 total_charge=+1 homo_ha="-0.341 / -0.387" energy_ha=-2807.33984 s_squared=6.0336 gap_ev="6.800 / 5.654"
Pt -0.589 -1.109 -0.654
C 3.638 4.399 -0.141
C 3.621 2.940 0.244
C 4.859 2.471 0.969
O 2.461 2.658 1.007
C 1.755 1.557 0.454
C 2.402 1.374 -0.871
O 3.470 2.163 -0.982
C 2.620 -1.241 -0.651
O 1.582 -1.307 0.031
C 3.909 -1.083 0.052
C 5.075 -0.713 -0.623
C 6.274 -0.626 0.062
C 6.320 -0.898 1.424
C 5.159 -1.240 2.106
C 3.957 -1.331 1.426
C 2.603 -1.590 -2.103
C 3.506 -2.552 -2.557
C 3.417 -3.043 -3.852
C 2.437 -2.570 -4.711
C 1.540 -1.606 -4.271
C 1.618 -1.126 -2.975
C 0.239 1.874 0.411
O -0.477 0.862 -0.264
C -0.347 1.957 1.825
C 0.391 1.725 2.978
C -0.211 1.829 4.229
C -1.547 2.173 4.340
C -2.289 2.418 3.191
C -1.689 2.307 1.951
C 0.010 3.175 -0.356
C 0.086 4.403 0.295
C -0.065 5.582 -0.416
C -0.294 5.548 -1.786
C -0.377 4.329 -2.439
C -0.226 3.146 -1.726
H 3.684 5.008 0.762
H 2.729 4.645 -0.688
H 4.507 4.617 -0.759
H 4.995 3.068 1.870
H 5.737 2.584 0.334
H 4.752 1.425 1.253
H 1.890 0.666 1.081
H 1.911 1.118 -1.795
H 5.037 -0.477 -1.678
H 7.175 -0.340 -0.465
H 7.260 -0.836 1.955
H 5.196 -1.448 3.167
H 3.048 -1.623 1.936
H 4.260 -2.941 -1.886
H 4.114 -3.800 -4.186
H 2.373 -2.949 -5.722
H 0.778 -1.228 -4.939
H 0.908 -0.373 -2.654
H 1.444 1.488 2.927
H 0.380 1.650 5.118
H -2.009 2.262 5.316
H -3.333 2.697 3.260
H -2.264 2.532 1.061
H 0.268 4.432 1.362
H -0.004 6.532 0.099
H -0.411 6.471 -2.339
H -0.560 4.294 -3.505
H -0.309 2.193 -2.234
C -5.310 0.457 3.964
C -5.630 0.775 2.652
C -4.857 0.288 1.608
C -3.756 -0.521 1.885
C -3.426 -0.822 3.206
C -4.208 -0.342 4.242
P -2.708 -1.219 0.598
C -3.284 -0.652 -1.029
C -3.719 -1.574 -1.992
C -4.138 -1.137 -3.236
C -4.122 0.219 -3.540
C -3.685 1.142 -2.598
C -3.263 0.713 -1.354
C -2.933 -2.994 0.632
C -3.995 -3.600 1.256
C -4.138 -4.999 1.202
C -3.221 -5.754 0.525
C -2.113 -5.156 -0.124
C -1.153 -5.930 -0.821
C -0.080 -5.326 -1.408
C 0.092 -3.926 -1.320
C -0.835 -3.122 -0.694
C -1.955 -3.752 -0.069
H -5.920 0.834 4.774
H -6.491 1.395 2.438
H -5.124 0.519 0.585
H -2.557 -1.433 3.425
H -3.954 -0.585 5.265
H -3.736 -2.630 -1.758
H -4.480 -1.856 -3.968
H -4.450 0.557 -4.514
H -3.665 2.197 -2.837
H -2.897 1.434 -0.638
H -4.730 -3.008 1.786
H -4.978 -5.470 1.694
H -3.329 -6.831 0.479
H -1.279 -7.004 -0.869
H 0.658 -5.917 -1.935
H 0.974 -3.496 -1.774



9.
12
Properties=species:S:1:pos:R:3 method="wB97M-V/def2-TZVPD" spin_multiplicity=1 total_charge=0 homo_ha=-0.277 energy_ha=-265.51960 gap_ev=8.670
N -2.033 0.193 -0.333
C -0.646 0.132 -0.099
C 0.295 1.133 -0.023
N 1.531 0.520 0.075
C 1.382 -0.835 0.079
C 0.040 -1.108 -0.015
H -2.497 0.977 0.105
H -2.463 -0.671 -0.026
H 0.210 2.210 -0.044
H 2.407 1.005 0.173
H 2.239 -1.492 0.137
H -0.467 -2.065 -0.030